This record from the OMol25 dataset describes one molecule with the formula C3H7N3 at a distorted geometry. The level of theory is ωB97M-V/def2-TZVPD.

For the lowest unoccupied orbital energy, the calculation gives 0.78 eV. The value obtained for the highest occupied orbital energy is -9.4 eV. The calculation puts the HOMO-LUMO gap at 10.20 eV. The SMILES is [H]/N=C(\N)[C@H]1CN1.

Structure (XYZ):
```
13
Properties=species:S:1:pos:R:3:forces:R:3
H 1.67237 1.78726 0.44619 -1.0 -0.8 -0.6
N 0.76630 1.45793 0.02951 0.7 0.2 -0.2
C 0.71308 0.22367 -0.32376 -0.3 0.5 1.5
N 1.80918 -0.60770 -0.18601 0.7 -3.4 0.7
C -0.66646 -0.33205 -0.71387 0.9 1.8 1.7
C -1.54154 -0.46105 0.52381 -1.4 -0.3 -1.0
N -1.75637 0.69666 -0.49364 1.7 -1.1 1.7
H 2.60200 -0.12061 0.19925 0.1 0.0 0.0
H 1.83252 -1.66471 0.18651 -0.9 3.4 -1.4
H -0.59930 -1.00006 -1.57743 -0.8 0.2 0.3
H -2.40339 -1.20583 0.38518 1.4 1.1 0.6
H -1.16249 -0.34550 1.61718 -0.5 0.1 -2.3
H -1.26591 1.57199 -0.09292 -0.6 -1.8 -0.9
```
Forces are in eV/Å.

For reference, the Löwdin charges in units of e are:
1 H 0.069
2 N 0.083
3 C -0.487
4 N 0.073
5 C -0.275
6 C -0.140
7 N 0.003
8 H 0.068
9 H 0.164
10 H 0.127
11 H 0.102
12 H 0.127
13 H 0.085